[1]
177
Properties=species:S:1:pos:R:3:mulliken_charge:R:1 method="wB97M-V/def2-TZVPD" total_charge=0 gap_ev=8.53 energy_ev=-95178.551
C -5.8753 23.0482 12.7502 3.2041
H -12.4845 22.2819 11.2176 -0.7110
H -12.2556 20.5676 10.9887 0.1763
H -14.8865 23.0319 14.3324 0.6697
H -12.4502 28.3680 10.0211 0.1206
H -6.7215 26.2221 15.2237 0.3809
C -17.3837 18.0994 10.4638 -1.5874
C -13.9950 22.7946 13.7423 -0.1637
C -16.7404 22.8686 11.4831 -0.6671
H -5.3443 22.2210 14.5322 0.3424
O -13.0493 18.1229 10.0656 -0.8882
H -8.3314 23.0292 6.8064 0.5872
H -7.1410 23.3383 10.2651 -0.3254
H -11.7796 26.4713 13.0899 -0.1321
H -9.6207 20.6172 8.3242 0.2637
H -9.8838 18.3752 9.9531 0.3480
H -12.0272 23.0383 18.1856 0.3880
H -15.9579 23.5618 11.7837 -0.1626
H -12.4035 28.3411 6.0543 0.6536
O -9.1682 27.8945 12.0276 0.0963
H -8.6657 16.8140 11.7856 0.3468
N -12.0161 28.0558 10.8898 -0.6668
H -10.1180 26.2307 15.4938 0.2397
H -4.9803 24.9768 13.1857 0.2797
H -5.9669 26.0091 7.8924 0.3407
H -6.9590 22.1933 14.2068 -0.0084
C -10.4796 21.5537 11.7576 0.9725
C -7.7285 29.8231 12.3883 -0.3783
H -9.4976 25.4303 11.9686 -0.6389
H -12.3860 25.7581 15.1934 -0.2411
H -14.2829 22.2121 12.8718 -0.8460
H -14.1996 25.1178 7.4002 -0.4331
C -10.2395 23.9274 6.6131 -0.8675
C -15.0363 24.4118 7.4425 0.5528
H -12.8608 20.8244 8.2059 0.4390
H -13.0135 27.3364 15.6760 0.4821
H -17.8306 20.5369 11.7568 0.5066
H -11.1535 16.2540 11.8581 0.3724
H -14.2656 23.9221 16.3113 0.1365
H -8.3716 25.1483 10.6954 -0.9763
H -10.0160 25.5259 10.2351 -0.5101
N -14.4398 22.0181 17.1300 -0.7757
H -4.5482 24.3188 11.5893 0.2920
C -12.8945 23.6726 17.9774 -1.6780
H -12.2448 28.0814 13.5109 0.5325
H -13.8323 22.9376 9.1324 -0.3737
H -16.7738 17.2258 10.2431 0.4125
C -13.0500 27.2787 11.6216 0.0804
H -11.5649 21.7033 9.8258 -0.8390
H -10.4321 28.8467 7.4762 0.4127
O -11.7091 18.0818 12.5161 -0.5149
H -15.9545 19.5372 9.5514 -0.1749
H -13.0293 18.7518 9.3137 0.5289
H -14.1329 22.8797 6.2099 0.5426
C -5.5380 26.4839 10.4030 0.3114
O -16.3130 21.6606 10.9169 0.1942
H -12.3017 25.3792 11.1020 -0.4762
H -13.1487 18.8212 13.5032 0.5696
H -5.9217 25.4674 10.5110 -0.5294
H -8.5939 29.1843 10.5063 0.1620
H -13.6058 23.7941 13.5192 0.2347
H -9.7800 19.1264 7.9723 0.2312
H -5.9995 29.0746 11.7643 0.4119
C -6.8701 22.3090 10.0119 0.1581
C -5.5637 21.7720 11.9487 -0.9148
C -13.2087 25.9600 10.9030 -0.2888
H -17.3664 22.7007 12.3691 0.3809
H -17.8904 17.9728 11.4209 0.3779
O -12.5722 19.9033 8.0660 -0.8277
H -17.1699 26.3095 5.7866 0.3153
C -12.6431 27.1545 13.0738 -0.1409
H -6.2652 20.9812 12.2414 0.3014
C -9.4639 17.5448 11.6094 0.1292
O -9.9375 25.3561 15.1364 -0.2792
H -12.1167 23.6688 15.2308 -0.4964
C -13.6095 23.1604 16.7387 0.5812
H -8.6659 24.2460 8.1253 -0.0127
H -4.5761 21.3999 12.2283 0.3917
H -15.0714 20.8604 7.4328 0.3323
H -18.0421 20.9101 10.0869 0.4099
H -16.1031 21.9744 8.3170 0.0607
H -8.2657 24.2932 14.6068 -0.2450
H -18.1191 18.2123 9.6645 0.4033
H -11.0516 27.4765 9.2790 -0.0067
H -17.4305 23.3838 10.8029 0.3432
C -6.3733 27.2496 9.3584 0.5318
H -8.9141 20.6993 15.5062 0.2701
H -6.8282 23.4655 12.4061 -1.6330
O -16.0196 24.7025 6.4832 -0.4577
N -15.3649 19.0431 11.3938 -0.5644
H -10.3805 16.8142 13.4302 0.4278
H -9.0813 18.5536 11.7843 -0.0643
H -13.8603 21.3262 17.5965 0.3368
H -12.7351 23.3729 8.0762 -0.4378
H -10.9284 23.5644 12.5440 0.2043
H -9.9667 22.9351 9.1041 -0.5639
H -8.1775 27.2702 15.0790 0.4021
H -13.9381 18.2472 10.4517 0.2210
H -7.6817 21.7233 10.4577 -0.0209
H -4.5074 26.4493 10.0462 0.4230
C -14.5438 22.9812 7.2161 0.1962
C -9.4192 24.9879 10.9753 1.8112
C -10.7567 27.8074 7.3512 -0.8183
O -10.5133 27.1189 8.5522 -0.2341
H -15.5761 26.7383 6.4424 0.1259
O -9.9164 19.7601 8.6870 -0.6962
H -12.4716 24.6751 17.8893 0.2958
H -3.8565 23.5848 12.9998 0.5115
H -14.0647 25.9011 15.7661 0.2020
O -13.8382 19.3280 13.9620 -0.7254
O -6.0532 26.9597 8.0100 -0.6428
H -6.3359 28.3268 9.5217 0.3089
C -10.6878 17.0667 12.4155 -0.6990
O -13.0664 22.0242 14.5158 0.0298
H -14.9349 19.9518 11.5467 0.1527
H -13.2475 25.9986 9.8121 0.1762
O -5.5107 27.1858 11.6392 -0.6878
C -16.4998 19.3499 10.4815 0.9583
H -11.9778 28.9497 11.3792 0.2698
N -13.4822 22.6904 8.2089 0.9761
H -7.5423 29.1567 13.2380 -0.0568
C -8.8737 29.2058 11.5612 -0.0829
C -12.2443 27.8705 7.0280 -0.0829
H -11.4347 21.4974 13.5322 0.1384
O -5.6008 21.9464 10.5326 -0.5313
H -9.0565 21.0654 14.0259 0.4010
H -16.2391 21.8447 6.5290 0.4820
H -9.7916 24.6098 5.8812 0.4958
H -13.9647 27.8811 11.5879 0.6592
O -11.1526 24.6209 7.4269 -0.2584
C -11.7588 21.5351 10.8836 1.1695
H -10.2122 27.3800 6.5104 0.4813
H -9.6863 21.0263 11.2268 -0.5040
N -6.1160 22.7635 14.1576 -0.5309
H -6.8758 22.1260 8.9411 0.1772
O -9.7244 17.4614 10.2270 -0.5697
N -10.7480 20.9236 13.0431 -0.4814
H -7.4396 27.0351 9.5225 -0.5285
H -16.8502 26.2782 7.5203 0.3016
C -12.5829 22.7680 15.6476 -0.0389
O -13.7065 26.7290 13.8800 -0.4950
C -4.7662 24.0669 12.6292 -1.8854
C -13.2797 26.3884 15.1943 -0.2102
O -9.4966 22.4433 8.4033 0.2731
H -9.9842 27.6032 11.5957 -0.4762
H -12.6877 26.8752 6.9399 -0.3340
O -7.4309 26.2698 13.4005 -0.1012
H -10.7362 23.0796 6.1466 0.3947
H -11.7726 22.1948 16.1008 0.5782
C -7.7169 26.3249 14.7795 -0.6160
H -11.6729 19.8765 8.4470 0.3301
C -17.2705 20.6350 10.8160 -1.0823
H -15.8065 18.7559 12.2626 0.2473
H -15.4580 24.4455 8.4578 0.2309
C -16.4250 26.0504 6.5347 -0.5828
O -12.9565 28.6314 8.0293 -0.5755
O -8.4326 21.0942 14.7756 -0.7638
C -15.5574 21.8320 7.3805 -1.6787
H -14.6843 21.5756 16.2462 0.2890
C -8.5189 25.1175 15.2726 -0.1738
H -10.7800 25.3998 7.8647 0.0384
H -13.4051 20.1408 14.2599 0.3547
O -6.5329 29.8714 11.6410 -0.6599
H -8.3147 24.8467 16.3088 0.4303
H -12.1792 17.9755 11.6623 0.1147
H -11.2324 20.0516 12.8482 -0.2497
H -7.9767 30.7933 12.8162 0.4060
H -8.0814 26.8270 12.9314 0.0026
C -9.0678 23.4443 7.4989 -0.3841
H -9.2344 23.0041 12.6652 -0.8978
H -9.7812 29.8089 11.6687 0.3701
H -6.2338 26.8843 12.2117 0.5649
O -9.8311 23.6571 10.7849 2.2176
H -13.5025 29.2104 7.4919 0.2823
H -13.5222 23.6428 18.8664 0.4270
H -14.0984 25.4103 11.2121 0.0129
C -10.1308 23.0174 12.0343 0.1531

[2]
69
Properties=species:S:1:pos:R:3:mulliken_charge:R:1 method="wB97M-V/def2-TZVPD" total_charge=+3 gap_ev=5.15 energy_ev=-94980.417
H -5.3640 -0.5725 -1.8897 0.4570
H -2.9341 2.4291 0.6010 0.4306
H -5.4579 -0.5350 2.4177 0.4032
C 1.6220 2.6998 -0.3226 0.0447
C -7.3545 -0.5519 1.4344 -0.5313
C -1.8043 0.2947 -2.4233 -0.6553
H -7.8427 -0.6305 -1.9306 0.4640
S 5.9336 4.6283 -0.4627 0.2906
C 1.2209 -0.9952 -1.5782 -0.4367
H -1.4691 3.1952 -1.3339 0.5632
C 1.1590 -3.3712 -1.7281 0.1466
C -2.3239 2.0722 1.4218 0.4109
H 2.0616 5.4612 -2.2366 0.5964
H 5.2445 1.2071 2.1436 0.5988
H -0.8757 0.9063 -4.2859 0.5974
C 1.5559 4.6351 -1.7516 -0.5308
C 3.4023 0.1369 2.4552 -1.1054
C 0.1982 4.4309 -1.8942 -1.1344
C -2.0313 0.6928 1.5253 -0.9930
C -0.9500 1.1411 3.6669 -0.7811
Ti -0.3027 0.7022 0.2616 -1.1695
H -4.5147 1.8207 -1.0420 0.5027
C -3.6779 1.6367 -1.7053 -0.6029
H 1.4364 -0.7321 2.5052 0.5317
C 1.6038 -2.1493 -2.2271 -0.6276
N 0.2947 2.4703 -0.5359 0.7924
Sb -3.1503 -0.8634 0.1414 1.5230
H -4.1965 3.2740 -3.0092 0.4977
H -1.2670 -0.6419 -2.3892 0.9682
C 0.3717 -3.4624 -0.5846 -0.6830
H 0.0545 -4.4334 -0.2279 0.5407
N 1.5124 0.8604 1.1898 0.6903
H 3.8042 -0.5548 3.1824 0.5058
C 3.6851 3.9289 -0.6192 0.6300
N 5.6235 3.3492 0.4487 -0.6222
H -0.4700 0.8129 4.5812 0.5955
C -3.5181 2.4530 -2.8126 -0.7896
F -0.8490 3.3360 4.4244 -0.2852
C -5.2595 -0.4896 0.2686 0.3774
C -0.4010 3.3506 -1.2619 -0.3035
H 1.5606 -0.0389 -1.9705 0.4526
C -1.9391 2.9721 2.4011 -0.8570
C -8.0008 -0.5678 0.2062 0.1928
H 2.2179 -2.1225 -3.1176 0.5261
C 4.1990 1.1056 1.8795 -0.5019
H -1.2051 -0.8146 2.8612 0.5934
C 0.3890 -1.0420 -0.4457 1.2808
C -5.9720 -0.5278 1.4649 -0.5766
C -1.3435 0.2481 2.6828 0.0196
N 4.4839 4.8622 -1.1004 -0.6213
H -0.4053 5.0998 -2.4923 0.5685
C 2.2897 3.7741 -0.9200 0.1349
C -2.8188 0.5505 -1.4855 0.5559
H -0.5846 -2.3789 0.9624 0.4169
C 4.3497 3.0459 0.2873 0.6099
C -1.6244 1.1192 -3.5329 -0.5481
C -2.4817 2.1890 -3.7048 0.0901
F -2.3050 2.9965 -4.7379 -0.3372
F 1.5087 -4.4717 -2.3448 -0.2666
F -9.3204 -0.5868 0.1790 -0.2736
H -7.9407 -0.5817 2.3430 0.4727
C 3.6381 1.9800 0.9367 0.1906
C 2.0695 0.0370 2.0834 -0.2969
C -1.2384 2.4940 3.5052 0.2809
H -2.1950 4.0231 2.3443 0.5991
C -5.9225 -0.5411 -0.9606 -0.3449
C 2.2837 1.8232 0.6149 -0.1383
C -7.3034 -0.5786 -0.9944 -0.6945
C -0.0010 -2.2960 0.0533 -0.4353

[3]
79
Properties=species:S:1:pos:R:3:mulliken_charge:R:1 method="wB97M-V/def2-TZVPD" total_charge=-1 gap_ev=7.70 energy_ev=-166731.329
O 0.9462 -1.3711 -1.3947 0.6629
C 2.0652 -2.4543 -5.3552 -0.7930
H 5.1966 4.8556 -2.9148 0.4280
H -0.7870 3.4400 1.3415 0.3779
C 3.1811 -3.2485 1.4519 -0.8150
O 0.4689 -0.8356 1.2106 -0.1582
C 0.6958 -2.5804 -1.7600 -0.0325
C -3.4178 -1.8543 3.6589 -0.4101
H -3.8464 -3.0831 1.9883 0.2065
C -2.1977 6.1706 -0.0624 -0.0769
C 4.2385 4.7412 -2.4241 -0.6717
N -3.5608 -2.0592 -0.5111 -0.0438
N -3.4469 -2.2310 2.3389 -0.0909
H 4.5592 1.7826 -1.3664 0.5974
N -2.0512 4.1643 -4.5073 -0.6391
C 1.2937 -4.0252 2.7013 -0.7340
O -3.1197 1.3400 -0.9568 -0.7092
N 3.1967 1.0826 -0.5330 -1.3963
C -2.0114 -1.4258 -1.8826 -0.7547
C 3.1711 -1.0239 0.3782 -0.4987
H 3.1452 -5.1141 2.5016 0.3783
C 1.9101 -2.1472 -4.0072 0.4449
Ti 0.2973 0.1708 -0.2919 -0.5659
C -1.4069 3.2245 -4.2965 0.4966
C 2.0637 5.5874 -1.8074 -0.9594
C 0.5873 -2.8881 2.3644 -0.1344
C -2.6953 -1.3206 1.6421 -0.8127
C 3.9643 3.5288 -1.7922 0.3811
C -2.5613 -1.4642 0.1933 0.2849
O 0.1748 -3.4558 -1.0899 -0.7229
C -2.2296 3.4152 -0.2298 0.4505
H -4.4481 -2.3528 -0.1446 0.2294
C 2.7237 3.3520 -1.1515 -0.1114
C 1.3286 -3.4773 -5.9302 -0.4360
H -0.1300 -5.0203 -5.5838 0.3712
C 2.3466 2.0802 -0.5136 1.3475
H -1.4070 -1.1821 -2.7399 0.5716
C -1.4212 4.0469 0.7095 -0.3372
H 4.1983 -3.3727 1.0962 0.3957
Br 3.0525 -0.7896 -3.3384 -0.1321
H -0.4239 -2.7215 2.7126 0.2301
N -0.6738 2.1446 -4.1581 -0.9152
H 3.5283 6.6864 -2.9325 0.3575
C 1.0148 -2.8551 -3.2152 0.3229
H 2.7699 -1.8841 -5.9450 0.4104
H -3.6118 3.6690 -1.8344 0.4853
N -2.2058 -0.4050 2.4320 -0.0030
C 0.3015 -3.8973 -3.8100 -0.7060
H -2.3900 -0.1244 4.5442 0.4024
N 0.0597 0.9305 -2.1872 0.2586
H 0.8320 4.2171 -0.7066 0.4319
H -3.9283 -2.4111 4.4248 0.4353
C 3.2994 5.7543 -2.4293 -0.2771
H 1.3210 6.3739 -1.8318 0.4686
H 0.8288 -4.7736 3.3317 0.4320
H 4.2498 -1.0756 0.2371 0.3504
H -0.3772 -4.4464 -3.1722 0.4343
C -1.4108 5.4311 0.8098 -0.4079
C 1.1631 -1.9285 1.5362 0.6464
C -2.9926 5.5603 -1.0203 -0.5229
C -0.3231 1.5497 -3.1040 0.9551
C 2.5960 -4.2200 2.2377 -0.7330
O 1.1776 1.9501 0.0290 -0.2739
H -3.5737 6.1504 -1.7148 0.3752
C 0.4444 -4.2112 -5.1500 -0.7135
N 2.5315 0.0016 -0.0083 0.9969
C -3.0131 4.1741 -1.0888 -0.5275
C -2.2226 1.9117 -0.3721 0.0238
O 4.9173 2.5783 -1.8333 -0.7287
C 1.7891 4.3894 -1.1786 -0.2035
H -0.7838 5.9257 1.5391 0.3971
C -3.2215 -2.0340 -1.8433 -1.4794
O -1.1748 1.3641 0.1777 -0.3830
C -2.6528 -0.7259 3.6900 -0.6393
N -1.6186 -1.0802 -0.6160 1.9157
H 1.4545 -3.7016 -6.9824 0.3632
C 2.4848 -2.0943 1.0913 0.6960
I -2.1658 8.2598 0.0612 0.0420
H -3.8573 -2.4273 -2.6150 0.4949

[4]
71
Properties=species:S:1:pos:R:3:lowdin_spin:R:1 method="wB97M-V/def2-TZVPD" spin_multiplicity=3 total_charge=+2 gap_ev="6.28 / 6.52" energy_ev=-64338.770 s_squared=2.031
N 0.6562 -1.1498 1.2542 0.0475
H -0.9399 4.3367 3.4271 0.0004
H -3.3008 -4.7491 1.0342 0.0005
N 2.9675 -0.3772 1.4189 0.0018
H 7.1969 2.3127 -0.0685 -0.0003
C 1.6822 -0.5876 -4.2335 -0.0009
H 0.5704 4.1191 1.4868 0.0000
H -6.6594 -3.5768 -1.3775 0.0008
C 1.9583 -1.1575 1.7254 0.0379
H 1.5644 -0.7824 -5.2977 -0.0002
H -3.0858 3.1472 3.5249 0.0005
H 2.1583 -2.6597 -3.7697 0.0000
W -0.2436 0.3327 0.0234 1.5247
H 5.7098 0.6505 1.0474 0.0004
C -3.2621 -2.7742 0.1795 0.0024
C -1.9969 -2.1833 0.6224 0.0440
N -1.1356 -2.8037 1.4440 -0.0025
H -3.8278 1.6769 1.6824 -0.0001
C 0.3117 -0.5518 -3.5510 -0.0034
C 3.0743 -3.8356 4.1519 0.0075
H -0.1423 -4.7007 3.3835 0.0002
C -0.2240 2.4365 -0.8250 -0.0050
C 2.1358 -2.2883 2.6383 0.0035
O -0.0882 -2.5018 -1.7381 0.0116
C -5.0476 -4.2815 -0.1602 -0.0009
H 2.8301 -0.4567 -1.7432 0.0001
C -1.2107 3.6943 2.5999 0.0169
H 1.7977 -5.4373 4.7704 0.0003
N 1.7027 1.1072 0.0590 0.0155
C 3.2305 -2.6865 3.3772 0.0109
C 2.5168 -1.6565 -3.5338 0.0011
C 2.8331 0.6584 0.5898 0.0416
C 0.9465 -2.9962 2.6469 0.0046
C 5.6080 3.3086 -1.0955 0.0147
C 1.8777 -4.5487 4.1591 0.0097
C -5.6996 -3.3328 -0.9428 0.0173
C -3.0589 -0.6349 -0.6177 0.0049
H -5.6513 -1.3345 -1.7830 -0.0003
C 1.9775 2.2611 -0.7503 0.0049
C -2.8771 2.1912 1.6479 0.0062
C -2.0264 2.0727 0.5223 0.0150
H 4.1601 -2.1351 3.3577 0.0003
C -2.1450 1.3749 -0.7380 -0.0059
C 6.1303 2.3367 -0.2463 -0.0005
H 3.8313 4.1511 -2.0062 -0.0003
C -0.7927 2.7580 0.4642 0.0138
H 3.8993 -4.1845 4.7579 0.0001
C -2.4557 3.0044 2.6573 0.0185
C 0.7844 -4.1443 3.3926 0.0093
H -0.3918 -1.2886 -3.9455 0.0000
N 1.0205 2.9050 -1.2743 -0.0063
C -3.8102 -4.0166 0.4238 0.0129
H 3.5701 -1.6060 -3.8034 0.0005
H 2.6049 -2.1903 -1.3627 0.0003
N -1.0876 1.6662 -1.5641 0.0228
C -5.1446 -2.0738 -1.1782 -0.0008
C -0.3676 3.5827 1.5337 0.0077
C 0.0254 -2.3084 1.7367 0.0333
H 2.1653 0.3866 -4.1297 0.0000
N -3.1971 0.5300 -1.0962 -0.0118
C 5.3087 1.4014 0.3807 0.0109
H 6.2780 4.0192 -1.5602 0.0007
C 2.3342 -1.3812 -2.0417 0.0078
S 0.5574 -1.1806 -1.8723 0.0186
H -5.5149 -5.2442 -0.0038 -0.0003
C 3.9572 1.4802 0.1123 0.0020
C -3.9173 -1.8235 -0.6054 0.0122
C 4.2392 3.3903 -1.3547 -0.0006
C 3.4337 2.4557 -0.7400 0.0105
H -0.1692 0.4216 -3.5167 0.0000
N -1.8741 -0.9589 0.1337 0.0099

What are the M values for these records? In order: 997.31 788.29 949.32 800.55 Da.